Record 1
Below is a molecular structure, C4H10, with properties calculated with ωB97M-V/def2-TZVPD.

Element x y z (Å)
C: 1.770 0.412 -0.142
C: 0.565 -0.529 0.435
C: -0.637 -0.429 -0.465
C: -1.722 0.421 0.105
H: 2.630 0.361 0.470
H: 1.431 1.541 -0.194
H: 1.947 0.065 -1.031
H: 0.964 -1.521 0.670
H: 0.468 -0.003 1.332
H: -0.883 -1.326 -0.647
H: -0.421 -0.293 -1.444
H: -2.140 -0.136 1.259
H: -1.189 1.507 0.404
H: -2.661 0.553 -0.418

Its LUMO energy is 1.227 eV. As for the net charge: 0. The molar mass comes out at 58.12 g/mol. As for the HOMO energy: -10.57 eV. The total energy comes out at -4307.4107 eV. As for the frontier orbital gap: 11.79 eV.

Record 2
Below is a gas-phase ion, C4H10BBrN3O (charge +1), with properties calculated with ωB97M-V/def2-TZVPD.

Element x y z (Å)
C: -0.566 -2.172 -0.124
B: -1.192 -0.793 0.375
O: -2.459 -0.848 0.999
N: -0.592 0.582 0.228
C: -0.472 1.165 -1.133
C: 0.939 0.549 -1.549
N: 1.617 0.294 -0.266
C: 0.716 0.797 0.717
N: 1.099 1.377 1.808
Br: -0.155 2.066 3.012
H: -0.172 -2.720 0.766
H: 0.205 -2.091 -0.911
H: -1.386 -2.812 -0.519
H: -2.381 -0.344 1.817
H: -1.326 0.998 -1.803
H: -0.288 2.239 -0.911
H: 0.713 -0.322 -2.199
H: 1.583 1.198 -2.170
H: 2.014 -0.623 -0.103
H: 2.103 1.458 1.966

As for the SMILES: CB(O)N1CCN/C1=[NH+]/Br. Its LUMO energy is -4.855 eV. As for the net charge: +1. The molar mass comes out at 206.86 g/mol. As for the HOMO energy: -13.65 eV. The total energy comes out at -81539.9441 eV. As for the frontier orbital gap: 8.79 eV.

Record 3
Below is a single C4H10BN molecule, with properties calculated with ωB97M-V/def2-TZVPD.

Element x y z (Å)
B: 0.956 -0.049 0.104
C: -0.804 -1.319 -0.084
C: -1.633 -0.234 -0.459
C: -1.234 0.994 0.393
C: 2.512 -0.227 -0.082
N: 0.209 1.071 0.265
H: -0.852 -2.125 -0.813
H: -1.165 -1.648 0.948
H: -1.737 0.086 -1.492
H: -2.737 -0.472 -0.308
H: -1.537 1.887 -0.034
H: -1.491 0.844 1.489
H: 3.024 0.712 0.094
H: 2.829 -0.540 -1.150
H: 3.069 -1.005 0.628
H: 0.590 2.023 0.504

Its LUMO energy is 0.670 eV. As for the net charge: 0. The molar mass comes out at 82.94 g/mol. As for the HOMO energy: -8.32 eV. The total energy comes out at -6475.5124 eV. As for the frontier orbital gap: 8.99 eV.

Record 4
Below is 2 unconnected molecules or ions with the total composition C4H10Br2N, with properties calculated with ωB97M-V/def2-TZVPD.

Element x y z (Å)
C: 2.819 0.740 -0.327
C: -2.449 -0.343 0.794
C: 2.197 0.434 -1.539
C: -0.028 -0.822 0.250
N: -1.324 -0.079 -0.162
Br: 0.828 1.599 -2.239
Br: 0.633 -0.075 1.864
H: 3.634 0.040 -0.270
H: 2.874 1.893 -0.245
H: 2.145 0.651 0.608
H: -2.339 0.063 1.769
H: -3.245 0.038 0.310
H: -2.656 -1.478 1.088
H: 2.361 -0.281 -2.278
H: -0.358 -1.894 0.221
H: -1.770 -0.340 -1.016
H: -1.002 0.952 -0.191

Its LUMO energy (alpha / beta) is -5.594 / -4.354 eV. As for the net charge: +1. The molar mass comes out at 231.94 g/mol. As for the HOMO energy (alpha / beta): -11.61 / -12.99 eV. The total energy comes out at -145873.2864 eV. As for the frontier orbital gap (alpha / beta): 6.02 / 8.64 eV.